Model w:
Here is a molecular structure, C4H24BO20 from the OMol25 dataset. Energies are from the ωB97M-V functional and the def2-TZVPD basis.

As for the total charge: -1. The LUMO energy is 0.040 Ha.

Structure (XYZ):
```
49
C4H24BO20 the ωB97M-V functional and the def2-TZVPD basis
O -0.5883 -0.7260 2.9750
C -0.4453 -0.6480 1.7850
O -0.9203 0.2890 1.0760
B -0.2173 0.2250 -0.2660
O 0.6097 -1.0260 -0.0730
C 0.3247 -1.4760 1.0550
O 0.9697 -2.3590 1.5170
O 0.5947 1.4320 -0.5910
C 0.0707 1.9180 -1.5270
O 0.4047 3.0560 -1.9540
C -0.9753 1.1320 -2.1420
O -1.2213 0.2180 -1.3830
O -1.3323 1.1700 -3.3500
O 2.5217 2.8810 0.9030
H 2.1787 2.0240 0.6620
H 3.4877 2.6410 0.9880
O 3.8177 -2.0060 0.0260
H 3.4787 -2.5450 -0.7080
H 2.9937 -1.9290 0.4420
O -2.3723 -1.7680 -4.1810
H -2.9743 -0.9260 -3.9830
H -2.1883 -2.0550 -3.3800
O 3.2317 -1.6800 3.2660
H 2.5177 -2.2750 2.8710
H 3.0017 -1.4760 4.2650
O 1.1187 -5.0620 0.0210
H 0.3837 -4.8570 0.6010
H 1.6257 -4.4090 0.3680
O -0.3033 5.8070 -1.1660
H 0.1407 5.9140 -0.2230
H -0.0313 4.9120 -1.5830
O -3.5573 1.2000 0.2030
H -2.5973 0.7120 0.3220
H -3.9893 1.3410 0.8850
O -3.6363 0.7770 -4.2540
H -4.2143 1.3790 -3.7110
H -2.7923 1.0420 -3.9470
O -0.6583 -3.1250 -2.3240
H -0.6333 -3.9990 -2.1260
H -0.6583 -2.9370 -1.4240
O -0.2763 -3.3400 4.9210
H 0.1277 -3.2210 5.7930
H 0.2767 -2.7730 4.2720
O 3.2427 3.6730 -1.9320
H 3.0757 4.4880 -1.4710
H 2.4197 3.0960 -2.0750
O -1.9633 2.0820 3.2290
H -2.2763 2.0510 4.0980
H -1.7913 1.1600 3.2290
```

Model x:
Here is 13 unconnected molecules or ions with the total composition C4H24BO20 from the OMol25 dataset. Energies are from the ωB97M-V functional and the def2-TZVPD basis.

As for the total charge: -1. The LUMO energy is 0.071 Ha.

Structure (XYZ):
```
49
C4H24BO20 the ωB97M-V functional and the def2-TZVPD basis
O -2.2389 -0.4776 2.5494
C -1.9722 -0.3897 1.3883
O -1.1445 0.4591 0.8237
B -0.9477 0.0627 -0.5672
O -2.0930 -0.8027 -0.8798
C -2.5820 -1.2810 0.2528
O -3.4404 -2.1075 0.3645
O 0.3330 -0.6954 -0.7422
C 1.1239 -0.0186 -1.5551
O 2.1940 -0.3297 -1.9654
C 0.3980 1.2798 -1.9336
O -0.8023 1.2398 -1.4452
O 0.8842 2.1324 -2.6411
O 3.0843 1.6404 -4.4153
H 2.5365 2.0649 -5.0813
H 2.5345 1.7036 -3.6151
O -3.4415 -4.2480 2.9821
H -3.4400 -3.5559 2.3085
H -2.9952 -4.9897 2.5647
O 3.6749 3.7985 -1.2071
H 3.0841 3.9826 -1.9464
H 3.2238 4.1539 -0.4354
O 4.6725 1.3563 -2.0541
H 4.4161 1.3393 -2.9881
H 4.3514 2.2138 -1.7268
O -6.2808 -2.1286 0.7262
H -5.3711 -1.8487 0.5436
H -6.2642 -2.4161 1.6424
O 2.9129 -2.7329 -3.2620
H 3.5826 -2.8162 -2.5799
H 2.4717 -1.9075 -3.0225
O 1.0923 -1.7983 2.1855
H 1.0939 -1.2537 1.3861
H 0.4412 -2.4848 2.0060
O 5.3456 -0.8477 -2.1481
H 5.2383 -1.4639 -1.4189
H 4.8910 -0.0397 -1.8584
O -4.9040 0.3034 2.9700
H -4.7992 -0.6145 3.2307
H -4.0199 0.6699 3.0635
O -2.4826 0.4614 5.4613
H -2.8182 -0.3519 5.8485
H -1.7780 0.1757 4.8607
O -0.5851 4.4062 -3.4850
H -0.2456 3.5880 -3.0807
H 0.0745 5.0728 -3.2791
O 0.3015 0.2239 4.0297
H 0.4325 -0.4243 3.3132
H 0.2574 -0.3041 4.8321
```

Calculated relative energies: model w 144.6; model x 0.0, given in kcal/mol

Model w:
Here is a molecular structure, C44H99B2N9O26V from the OMol25 dataset. Energies are from the ωB97M-V functional and the def2-TZVPD basis.

The spin multiplicity is 2. As for the expectation value of S²: 0.7634. The LUMO energy (spin up / spin down) is -0.007 / -0.007 Ha.

Structure (XYZ):
```
181
C44H99B2N9O26V the ωB97M-V functional and the def2-TZVPD basis
O 0.8037 -0.9739 0.4654
V -0.2343 0.0988 0.1424
O -2.8038 7.4413 5.3768
C -2.9839 6.3169 5.6977
O -3.2170 5.3148 4.8915
B -3.4694 4.0263 5.6428
O -3.4801 4.4238 6.9662
C -3.0755 5.6873 7.1426
O -2.8938 6.2256 8.1814
O -2.4898 2.8730 5.3050
C -3.1349 1.9320 4.6618
O -2.6924 0.9587 4.0634
C -4.6423 2.3159 4.6249
O -4.7295 3.4762 5.2499
O -5.5382 1.7354 4.0668
O 4.2288 1.9065 -6.1594
C 4.2107 2.7208 -5.2925
O 3.1581 3.5027 -5.0303
B 3.2441 4.0510 -3.6736
O 4.5820 3.8016 -3.2484
C 5.1820 2.9395 -4.1301
O 6.1964 2.2856 -3.9445
O 2.2681 3.2707 -2.8013
C 1.6579 4.1088 -2.0022
O 0.8930 3.7208 -1.1247
C 1.9657 5.5764 -2.4260
O 2.9497 5.4422 -3.3778
O 1.4093 6.5372 -2.0705
C 2.2553 -0.2339 -3.4563
C 2.0776 -0.0022 -1.9830
C 3.2811 0.6947 -1.4721
O 3.1105 1.1218 -0.1569
C 4.2767 1.8438 0.2708
N 0.8567 0.7586 -1.6318
H 2.0445 0.6040 -4.0561
H 1.6575 -1.0557 -3.7907
H 3.2926 -0.5169 -3.7489
H 1.9981 -0.9965 -1.4857
H 3.5486 1.5961 -2.1434
H 4.0819 -0.0268 -1.5321
H 4.4126 2.8021 -0.3184
H 5.1723 1.2185 0.0771
H 4.2757 2.0521 1.3493
H 0.2181 0.5859 -2.3919
H 0.9804 1.7596 -1.6583
C -1.5860 -2.6649 1.9906
C -1.2958 -1.3551 2.7647
C 0.1304 -1.3845 3.2459
O 0.6074 -0.0763 3.5235
C 2.0103 -0.0186 3.8513
N -1.5265 -0.2598 1.8290
H -1.3511 -3.4637 2.6933
H -0.8773 -2.6822 1.1640
H -2.5681 -2.8429 1.5999
H -1.9657 -1.2261 3.5954
H 0.9109 -1.8906 2.5903
H 0.2111 -2.0207 4.1643
H 2.2370 0.9453 4.2606
H 2.6498 -0.3431 2.9925
H 2.1931 -0.7878 4.6039
H -2.4971 -0.4163 1.5692
H -1.4339 0.5842 2.4102
C -6.2551 -1.2373 2.1548
C -5.9379 -0.1358 1.1887
C -7.0395 0.9390 1.3276
O -6.6675 1.9542 0.4790
C -7.5843 3.0445 0.3574
N -4.5598 0.3815 1.5140
H -5.5960 -2.1056 1.9871
H -7.2056 -1.6007 2.0537
H -6.0748 -0.8636 3.1800
H -5.9141 -0.3924 0.1372
H -7.1002 1.2843 2.3377
H -8.0382 0.4729 0.9934
H -8.2867 3.0369 1.1998
H -8.0220 3.0104 -0.6209
H -7.0197 3.9814 0.3107
H -4.5531 1.3494 1.1336
H -4.5764 0.5235 2.5195
C 2.7877 -4.2598 -3.5473
C 2.6786 -3.7804 -4.9563
C 3.1355 -4.7933 -6.0629
O 2.5199 -5.9771 -5.9309
C 2.5339 -6.6861 -7.1735
N 1.3015 -3.2524 -5.2341
H 3.7485 -4.6703 -3.2484
H 2.0009 -5.0080 -3.3755
H 2.4352 -3.4529 -2.8725
H 3.3999 -2.9344 -5.0455
H 4.2316 -4.9343 -5.9981
H 2.9304 -4.2931 -7.0421
H 2.0837 -7.6983 -7.0158
H 3.6242 -6.8117 -7.4752
H 1.9190 -6.1549 -7.9519
H 0.6726 -4.0106 -5.4730
H 1.3184 -2.7394 -6.1082
C -0.2246 2.3912 -6.7378
C -0.3127 2.1968 -5.2442
C -1.4222 3.2029 -4.7808
O -1.3999 3.2325 -3.2945
C -1.9501 4.5029 -2.7238
N -0.5428 0.7982 -4.8094
H -1.1700 2.2717 -7.3202
H 0.6053 1.7897 -7.1255
H -0.0099 3.5059 -6.8355
H 0.6717 2.4891 -4.8188
H -2.4189 2.8948 -5.0923
H -1.0805 4.1688 -5.1513
H -1.4982 5.3373 -3.2009
H -1.7892 4.4300 -1.6639
H -3.0132 4.6018 -2.9324
H -1.4292 0.4567 -5.2181
H 0.1136 0.1397 -5.2839
C 1.2988 3.3218 2.8986
C 0.0403 2.7131 2.2805
C -0.9106 3.7741 1.9045
O -2.0986 3.2016 1.4534
C -3.1085 4.2511 1.3031
N 0.4971 1.9305 1.1010
H 2.0154 2.5125 3.1040
H 1.1463 3.9306 3.8248
H 1.8143 4.0056 2.1907
H -0.4927 2.0717 2.9702
H -0.4793 4.4176 1.1253
H -1.1251 4.3573 2.8385
H -3.2313 4.7956 2.2560
H -4.0409 3.8237 0.9566
H -2.9360 4.9842 0.4890
H 0.6528 2.5654 0.3426
H 1.4365 1.5609 1.3041
C -0.6575 -6.0865 4.6843
C 0.7131 -5.4351 4.6353
C 0.9362 -4.3091 5.6788
O 2.2273 -3.7509 5.4411
C 2.8171 -3.0516 6.5518
N 1.6977 -6.5172 4.9299
H -0.9129 -6.5495 5.6735
H -0.7324 -6.8935 3.9551
H -1.5267 -5.4294 4.3759
H 0.8619 -4.9586 3.6216
H 1.0291 -4.8729 6.6176
H 0.1192 -3.5462 5.7228
H 3.7024 -2.4772 6.2020
H 3.1974 -3.8482 7.2136
H 2.1506 -2.3834 7.0620
H 1.3711 -7.4230 4.5643
H 2.5661 -6.3992 4.4459
C 2.3795 -3.7767 0.7022
C 3.7871 -3.3269 1.1976
C 4.3133 -2.3528 0.1516
O 5.4592 -1.6698 0.6272
C 6.3506 -1.2766 -0.4330
N 3.6964 -2.8420 2.5212
H 1.6186 -2.9981 0.5752
H 1.9065 -4.4192 1.4061
H 2.4080 -4.3824 -0.2178
H 4.5198 -4.1455 1.2112
H 3.5601 -1.5991 0.1152
H 4.6010 -2.7533 -0.8100
H 7.1116 -0.7410 0.1205
H 5.9713 -0.5582 -1.1877
H 6.8646 -2.1232 -0.8752
H 3.6889 -3.6021 3.1563
H 4.5607 -2.3496 2.6494
C -3.9480 1.1124 -2.0726
C -2.8675 0.4151 -1.1996
C -2.2597 -0.6858 -2.0278
O -1.1882 -1.2156 -1.2495
C -0.8067 -2.4900 -1.7699
N -1.8748 1.3039 -0.6909
H -3.4458 1.8440 -2.6572
H -4.5796 1.6521 -1.4266
H -4.5341 0.4773 -2.6798
H -3.3610 -0.0398 -0.3383
H -1.8517 -0.4295 -2.9923
H -3.0526 -1.3835 -2.1218
H -1.6127 -3.1883 -1.4838
H 0.0833 -2.7877 -1.2591
H -0.5351 -2.3737 -2.7998
H -2.1701 1.8564 0.1039
H -1.6039 1.9499 -1.3897
```

Model x:
Here is a molecular structure, C44H99B2N9O26V from the OMol25 dataset. Energies are from the ωB97M-V functional and the def2-TZVPD basis.

The spin multiplicity is 2. As for the expectation value of S²: 0.7679. The LUMO energy (spin up / spin down) is -0.018 / -0.017 Ha.

Structure (XYZ):
```
181
C44H99B2N9O26V the ωB97M-V functional and the def2-TZVPD basis
O -0.0922 -0.0858 1.0363
V -0.0574 -0.3738 -0.4898
O 4.4543 -9.0419 -5.0693
C 4.6220 -8.3525 -4.1027
O 4.4128 -7.0699 -4.0458
B 4.7923 -6.5795 -2.7093
O 5.2450 -7.7266 -1.9898
C 5.1123 -8.7984 -2.7152
O 5.3421 -9.9073 -2.2985
O 3.6526 -5.8394 -1.9604
C 3.9900 -4.6291 -1.6751
O 3.3006 -3.8247 -1.0857
C 5.4006 -4.3709 -2.2206
O 5.8280 -5.4642 -2.7466
O 6.0174 -3.3096 -2.2163
O -8.3523 2.0829 -2.7582
C -7.7323 1.1202 -2.3301
O -6.9238 0.3753 -3.0640
B -6.4982 -0.7682 -2.2215
O -6.9899 -0.4989 -0.8901
C -7.8037 0.5554 -0.9482
O -8.4535 0.9692 0.0246
O -4.9636 -0.9045 -2.1965
C -4.6503 -2.1525 -2.2806
O -3.5061 -2.5415 -2.0662
C -5.8781 -2.9601 -2.6828
O -6.9233 -2.1214 -2.6557
O -5.9239 -4.1510 -2.9414
C -4.0228 1.8170 0.0559
C -2.9189 0.8371 0.4342
C -3.4539 -0.2839 1.2696
O -2.4460 -1.1886 1.6336
C -2.7166 -2.0608 2.6591
N -2.1635 0.3039 -0.7596
H -4.6145 1.3330 -0.7240
H -3.5403 2.6765 -0.3899
H -4.5809 2.1727 0.9286
H -2.1412 1.2461 1.0841
H -4.2393 -0.8335 0.7162
H -3.9440 0.0924 2.1802
H -3.4738 -2.7932 2.3347
H -2.9186 -1.5899 3.6248
H -1.7418 -2.4834 2.8786
H -2.0705 1.0826 -1.4511
H -2.7119 -0.4258 -1.2598
C 3.4677 0.5438 0.7369
C 3.0512 -0.9213 0.6192
C 2.4505 -1.4486 1.9021
O 1.6081 -2.5728 1.6239
C 1.1572 -3.2660 2.7506
N 2.0550 -1.0706 -0.5456
H 4.4032 0.6968 1.2681
H 2.6973 1.1813 1.1942
H 3.6572 0.8713 -0.2889
H 3.9578 -1.4818 0.3702
H 1.9538 -0.6283 2.4321
H 3.2871 -1.7912 2.5367
H 0.5217 -4.1207 2.5252
H 0.6379 -2.5307 3.3668
H 2.0335 -3.5807 3.3296
H 2.6563 -0.8141 -1.3772
H 1.7689 -2.0496 -0.7207
C 6.1270 0.3720 -1.4565
C 5.0841 0.4288 -2.5602
C 5.6865 0.6445 -3.8819
O 4.6314 0.6704 -4.8952
C 5.2051 0.5373 -6.2151
N 4.2716 -0.7818 -2.5428
H 5.6049 -0.0315 -0.5949
H 6.6357 1.3082 -1.2500
H 6.8743 -0.3919 -1.7070
H 4.4307 1.2926 -2.3364
H 6.3418 -0.2422 -4.0616
H 6.2287 1.5880 -3.9900
H 5.5792 -0.4622 -6.4953
H 6.0428 1.2420 -6.2992
H 4.4308 0.8294 -6.9217
H 3.8646 -0.9300 -3.4658
H 4.7723 -1.6383 -2.2529
C -3.1328 4.1947 3.0074
C -3.2185 5.1528 1.8866
C -3.6744 6.5406 2.2899
O -2.6704 7.1483 3.0752
C -3.1556 8.3185 3.7400
N -1.8746 5.1481 1.1511
H -4.0081 4.2644 3.6565
H -2.2322 4.3696 3.6018
H -3.0982 3.1911 2.5758
H -3.9786 4.8404 1.1566
H -4.6049 6.6644 2.8624
H -3.7927 7.1163 1.3525
H -2.2906 8.6977 4.2774
H -3.9377 8.1644 4.4850
H -3.5253 9.0668 3.0236
H -1.1679 5.4926 1.8031
H -1.9116 5.8631 0.4215
C -4.3968 3.1046 -4.2508
C -3.5311 2.0832 -3.6030
C -3.0425 1.0433 -4.6246
O -2.6066 -0.1957 -4.0549
C -2.3605 -1.2169 -4.9802
N -2.4049 2.7249 -2.8086
H -3.6859 3.7923 -4.7114
H -4.8538 3.6585 -3.4343
H -5.1488 2.7490 -4.9535
H -4.1941 1.5289 -2.9325
H -2.1695 1.4163 -5.1963
H -3.8356 0.9499 -5.3733
H -3.2070 -1.3292 -5.6755
H -2.1865 -2.1548 -4.4716
H -1.4309 -0.9292 -5.4878
H -1.7451 3.3184 -3.3391
H -2.7972 3.2849 -2.0490
C -0.9964 -4.7614 -0.1580
C -0.1242 -3.6609 -0.8074
C 0.2370 -3.8980 -2.2320
O 1.0360 -2.8551 -2.7683
C 1.4336 -2.9909 -4.1115
N -0.9125 -2.3301 -0.6808
H -1.1840 -4.4647 0.8766
H -0.6102 -5.7787 -0.1950
H -1.9535 -4.7793 -0.6982
H 0.8062 -3.5684 -0.2454
H -0.6164 -4.1224 -2.9103
H 0.8666 -4.8017 -2.1624
H 1.9436 -3.9446 -4.2853
H 2.1493 -2.1951 -4.3062
H 0.5842 -2.9672 -4.8157
H -1.7007 -2.2371 -1.3566
H -1.3032 -2.1426 0.2598
C 4.9242 2.5652 4.0221
C 3.6472 1.7935 4.2241
C 3.9522 0.4888 4.9369
O 2.8299 -0.3775 5.0537
C 3.0921 -1.4292 5.8902
N 2.7120 2.6128 5.0154
H 5.4486 2.7348 4.9635
H 4.7715 3.5799 3.6487
H 5.5988 2.1108 3.2916
H 3.2769 1.4614 3.2427
H 4.2368 0.7464 5.9704
H 4.8123 0.0434 4.4040
H 2.1845 -2.0203 6.0395
H 3.4928 -1.0366 6.8369
H 3.8927 -2.0387 5.4385
H 2.6035 3.5705 4.6986
H 1.8044 2.1910 5.1825
C -0.5186 1.2238 4.1674
C -0.7364 0.3923 5.4041
C -2.0759 0.4856 5.9850
O -2.0272 0.1003 7.3646
C -3.2786 0.0465 8.0025
N -0.4227 -1.0447 5.0418
H -1.0712 0.7141 3.3597
H 0.5050 1.1709 3.8387
H -0.9041 2.2427 4.2380
H -0.2159 0.9078 6.2310
H -2.7895 -0.1801 5.4675
H -2.4871 1.5060 5.9308
H -3.1744 -0.2684 9.0358
H -3.9971 -0.5485 7.4113
H -3.6873 1.0636 8.0546
H 0.5027 -1.0470 4.6042
H -0.4738 -1.7470 5.7876
C 1.4210 1.1664 -4.3763
C 1.1656 0.8668 -2.9347
C 0.9436 2.0552 -2.0864
O 0.5818 1.7018 -0.7561
C 0.2293 2.8140 0.0983
N 0.0037 -0.0217 -2.7205
H 0.5108 1.5933 -4.8164
H 1.7387 0.3056 -4.9625
H 2.2322 1.8850 -4.4362
H 2.0020 0.3121 -2.5314
H 0.1898 2.6939 -2.5591
H 1.9043 2.5749 -2.0118
H 1.1346 3.4251 0.0458
H 0.1144 2.4082 1.0888
H -0.6279 3.4063 -0.2272
H 0.2914 -0.9539 -3.0553
H -0.9465 0.2029 -3.0785
```

Calculated relative energies: model w 19.5; model x 0.0, given in kcal/mol